(1)
Formula: C24H43AlN2OP3S
Source: the Open Molecules 2025 dataset
Level of theory: ωB97M-V/def2-TZVPD

```
! wB97M-V def2-TZVPD RIJCOSX def2/J DEFGRID3
* xyz 3 1
Al 0.1580 0.0715 1.0046
P 0.4318 -1.8137 -0.2936
P 2.4123 0.0115 1.5651
P -1.9004 0.4676 0.0208
H 1.7376 2.1851 -0.0873
C 0.6835 1.9981 0.1264
C 0.2096 2.1790 1.4912
H 0.9204 2.4800 2.2558
C 1.0785 -1.6470 -2.0321
C 1.5569 -3.1879 0.2592
C -1.0054 -2.9297 -0.6824
C 3.1549 1.4888 2.3966
C 3.1734 -1.2718 2.6695
C 3.5862 -0.0869 0.1362
C -2.7029 2.1150 0.2824
C -3.3938 -0.5764 0.3583
C -1.9412 0.4678 -1.8294
H 0.0624 2.3620 -0.6944
H -0.7530 2.6567 1.6513
H 1.1642 -2.6175 -2.5372
H 2.0581 -1.1639 -2.0101
H 0.4085 -1.0010 -2.6045
H 1.5421 -4.0156 -0.4593
H 1.2206 -3.5557 1.2335
H 2.5864 -2.8385 0.3623
H -0.6744 -3.7942 -1.2693
H -1.7709 -2.4002 -1.2536
H -1.4533 -3.2828 0.2506
H 4.2271 1.3234 2.5467
H 2.6772 1.6494 3.3671
H 3.0144 2.3847 1.7872
H 4.2565 -1.3163 2.5097
H 2.7424 -2.2565 2.4872
H 2.9871 -1.0008 3.7108
H 4.6203 0.0730 0.4624
H 3.3113 0.6741 -0.5982
H 3.5184 -1.0656 -0.3439
H -3.6353 2.1616 -0.2900
H -2.0406 2.9182 -0.0497
H -2.9244 2.2644 1.3422
H -4.2269 -0.2749 -0.2865
H -3.6972 -0.4516 1.4012
H -3.1764 -1.6318 0.1906
H -2.9145 0.8025 -2.2057
H -1.7401 -0.5333 -2.2165
H -1.1583 1.1380 -2.1936
C -0.8704 0.0713 -6.5744
C -0.1883 0.4785 -7.7247
C -0.0151 1.8387 -7.9806
C -0.5172 2.7944 -7.0978
C -1.1973 2.3760 -5.9514
C -1.3774 1.0215 -5.6836
O -1.0732 -1.2536 -6.2671
H -0.6732 -1.7982 -6.9641
H 0.2048 -0.2654 -8.4157
H 0.5159 2.1480 -8.8764
H -0.3810 3.8522 -7.2997
H -1.5930 3.1113 -5.2563
H -1.9041 0.6853 -4.7960
N -1.1746 -2.7854 2.4000
C -0.7107 -1.8738 3.3065
N -0.3980 -0.5778 2.9874
C -0.3596 0.0951 4.2277
C -0.2108 1.4745 4.5154
C -0.1619 1.9527 5.8354
C -0.2698 1.0799 6.9151
C -0.4588 -0.2747 6.6791
C -0.5094 -0.7226 5.3607
S -0.7796 -2.2755 4.9300
H -1.3696 -3.7576 2.6810
H -1.8775 -2.3050 1.8357
H -0.1847 2.2454 3.8242
H -0.0507 3.0143 6.0204
H -0.2319 1.4580 7.9285
H -0.5726 -0.9634 7.5066
*
```

Properties
- E_HOMO (spin up / spin down): -13.9 / -13.9 eV
- Kohn-Sham gap (spin up / spin down): 1.90 / 1.89 eV



(2)
Formula: C6H12O
Source: the Open Molecules 2025 dataset
Level of theory: ωB97M-V/def2-TZVPD

```
! wB97M-V def2-TZVPD RIJCOSX def2/J DEFGRID3
* xyz 0 1
C -1.0275 1.7682 0.7742
C 0.2626 1.8059 -0.0508
C 0.1908 0.9612 -1.2935
C 1.0994 0.0586 -1.6459
C 0.4089 -2.2832 -0.0598
C 0.2028 -1.8327 1.3669
O -0.7934 -2.4647 -0.5768
H -0.9474 2.4126 1.6570
H -1.2574 0.7514 1.1163
H -1.8776 2.1206 0.1795
H 1.1054 1.4720 0.5685
H 0.4739 2.8445 -0.3404
H -0.7038 1.0872 -1.9084
H 1.9739 -0.1417 -1.0307
H 0.9759 -0.5726 -2.5232
H 0.6452 -2.6324 1.9765
H -0.8342 -1.6727 1.6996
H 0.7830 -0.9242 1.5876
H -0.6806 -2.7579 -1.4966
*
```

Properties
- E_HOMO: -8.4 eV
- Kohn-Sham gap: 9.25 eV



(3)
Formula: C27H25N3O5
Source: the Open Molecules 2025 dataset
Level of theory: ωB97M-V/def2-TZVPD

```
! wB97M-V def2-TZVPD RIJCOSX def2/J DEFGRID3
* xyz 0 1
O 0.9741 -2.8226 0.0334
C 1.3366 -1.7411 0.4720
C 1.8829 -1.6431 1.8904
C 0.7443 -1.2449 2.8406
N -0.4099 -2.1000 2.5974
C -0.3867 -3.3516 3.1971
O 0.4885 -3.6391 3.9870
C -1.4739 -4.2718 2.8325
C -1.5222 -5.5321 3.3906
C -2.5374 -6.4246 3.0339
C -3.4929 -6.0616 2.1207
C -3.4741 -4.7830 1.5253
C -4.4334 -4.3683 0.5783
C -4.3756 -3.1165 0.0230
C -3.3630 -2.2252 0.3890
C -2.4095 -2.5935 1.3148
C -2.4476 -3.8776 1.8935
C -1.3427 -1.6519 1.6808
O -1.2775 -0.5247 1.2243
N 1.2408 -0.6126 -0.2581
C 1.4606 0.7420 0.1968
C 2.2045 1.5403 -0.8885
N 1.5518 1.5144 -2.1811
C 0.3706 2.3612 -2.2616
C 0.7524 3.8106 -2.1131
C 0.1087 4.6293 -1.2002
C 0.4417 5.9750 -1.0517
C 1.4479 6.4593 -1.8488
C 2.1071 5.6387 -2.7671
C 1.7777 4.3169 -2.9195
O 3.0616 6.3710 -3.4243
C 2.9814 7.6764 -2.8954
O 1.9736 7.7240 -1.9088
C 1.3293 0.1390 -2.5816
C 0.5572 -0.6729 -1.5379
H 2.2262 -2.6425 2.1645
H 2.7165 -0.9492 1.9801
H 0.4280 -0.2143 2.6736
H 1.0548 -1.3838 3.8780
H -0.7616 -5.8139 4.1030
H -2.5601 -7.4065 3.4822
H -4.2756 -6.7524 1.8415
H -5.2158 -5.0579 0.2957
H -5.1130 -2.8101 -0.7038
H -3.3131 -1.2381 -0.0452
H 0.4885 1.2053 0.4061
H 2.0517 0.7565 1.1097
H 3.2030 1.1113 -1.0204
H 2.3114 2.5785 -0.5689
H -0.0626 2.2102 -3.2560
H -0.4003 2.1092 -1.5180
H -0.6779 4.2209 -0.5835
H -0.0637 6.6086 -0.3427
H 2.2891 3.6799 -3.6201
H 2.7409 8.3876 -3.7024
H 3.9493 7.9531 -2.4471
H 2.3124 -0.3184 -2.7325
H 0.7929 0.1238 -3.5322
H -0.4580 -0.2760 -1.4153
H 0.4903 -1.7216 -1.8301
*
```

Properties
- E_HOMO: -8.1 eV
- SMILES: O=C(CCN1C(=O)c2cccc3cccc(c23)C1=O)N1CCN(Cc2ccc3c(c2)OCO3)CC1
- Kohn-Sham gap: 7.38 eV



The records above give, respectively, energy relative to the best compared isomer or geometry (same formula, charge and spin) values of 62.4 82.2 8.9 kcal/mol.